--- w ---
Formula: C6H13N4
Source: the OMol25 dataset
Level of theory: ωB97M-V/def2-TZVPD

Each line ends with the Löwdin charge.
CARTESIAN COORDINATES (ANGSTROEM)
C1 3.203 -0.673 0.326  -0.12
C2 2.268 1.211 0.006  -0.13
C3 -0.701 0.589 1.288  -0.05
C4 -2.212 0.632 -0.556  -0.03
C5 -1.297 -1.577 0.092  0.00
C6 0.318 0.174 -1.250  0.10
N1 3.301 0.694 0.592  0.13
N2 2.092 -0.944 -0.281  0.10
N3 1.490 0.229 -0.555  -0.16
N4 -1.074 -0.081 0.068  -0.31
H1 3.712 -1.503 0.736  0.11
H2 1.868 2.163 0.022  0.11
H3 0.150 0.199 2.008  0.15
H4 -0.299 1.586 0.969  0.11
H5 -1.539 0.516 1.971  0.11
H6 -2.021 1.646 -0.941  0.11
H7 -2.300 -0.023 -1.490  0.13
H8 -3.085 0.574 -0.011  0.08
H9 -1.583 -1.984 -0.906  0.12
H10 -0.499 -2.083 0.551  0.08
H11 -2.111 -1.817 0.726  0.09
H12 0.333 -0.714 -1.882  0.15
H13 -0.017 1.187 -1.484  0.13

## Properties
total charge = +1
gap between HOMO and LUMO = 10.3 eV


--- x ---
Formula: C6H13N4
Source: the OMol25 dataset
Level of theory: ωB97M-V/def2-TZVPD

Each line ends with the Löwdin charge.
CARTESIAN COORDINATES (ANGSTROEM)
C1 0.425 0.247 0.078  0.02
C2 -1.607 0.890 -1.125  -0.09
C3 2.103 -1.469 0.672  -0.06
C4 1.765 0.561 2.122  -0.12
C5 -3.521 -0.544 -0.985  -0.04
C6 1.108 -0.412 1.260  -0.46
N1 1.068 0.665 -0.916  0.08
N2 0.377 1.234 -2.040  -0.01
N3 -0.839 1.333 -1.976  0.09
N4 -2.835 0.751 -0.750  0.02
H1 3.039 -0.955 0.267  0.11
H2 2.340 -2.305 1.397  0.11
H3 1.586 -1.905 -0.120  0.04
H4 2.749 1.074 1.773  0.12
H5 1.044 1.397 2.412  0.11
H6 2.129 -0.024 3.037  0.12
H7 -3.689 -1.107 -0.011  0.11
H8 -2.822 -1.164 -1.557  0.08
H9 -4.465 -0.503 -1.630  0.12
H10 0.223 -0.933 1.847  0.17
H11 2.048 0.847 -1.013  0.17
H12 0.923 1.180 -2.866  0.17
H13 -3.148 1.144 0.122  0.15

## Properties
total charge = +1
gap between HOMO and LUMO (alpha / beta) = 9.9 / 9.9 eV


Tell me which of them is the least stable. Sure, it is x.


--- w ---
Formula: C2H9N2O
Source: the OMol25 dataset
Level of theory: ωB97M-V/def2-TZVPD

Each line ends with the Löwdin charge.
CARTESIAN COORDINATES (ANGSTROEM)
C1 0.071 -0.475 0.205  -0.09
C2 1.263 -0.879 -0.201  -0.15
N1 1.870 -0.469 -1.410  0.05
N2 -0.653 0.502 -0.602  0.19
H1 -0.266 -0.661 1.195  0.10
H2 1.727 -1.755 0.232  0.13
H3 2.869 -0.620 -1.333  0.10
H4 1.529 -0.936 -2.239  0.10
H5 0.017 1.076 -1.128  0.16
H6 -1.319 0.164 -1.296  0.18
H7 -1.159 1.162 0.017  0.13
H8 -1.303 1.023 2.532  0.08
H9 -2.735 0.853 2.255  0.08
O1 -1.911 1.014 1.772  -0.05

## Properties
total charge = +1
gap between HOMO and LUMO = 10.8 eV


--- x ---
Formula: C2H9N2O
Source: the OMol25 dataset
Level of theory: ωB97M-V/def2-TZVPD

Each line ends with the Löwdin charge.
CARTESIAN COORDINATES (ANGSTROEM)
C1 -1.122 -1.067 -0.739  -0.02
N1 -0.298 -0.155 0.043  0.02
C2 -0.886 0.597 0.948  -0.14
N2 -0.542 1.853 1.144  0.20
H1 -1.518 -1.856 -0.095  0.10
H2 -0.602 -1.565 -1.553  0.10
H3 -1.986 -0.541 -1.126  0.09
H4 0.714 -0.049 -0.028  0.12
H5 -1.783 0.184 1.407  0.17
H6 -0.048 2.310 0.378  0.15
H7 -0.661 2.338 2.026  0.14
H8 3.175 -0.611 -1.549  0.06
H9 2.994 -0.919 -0.046  0.06
O1 2.564 -0.518 -0.810  -0.05

## Properties
total charge = +1
gap between HOMO and LUMO = 11.0 eV


Tell me which of them is the least stable. Sure, it is w.


--- w ---
Formula: C2H9N2O
Source: the OMol25 dataset
Level of theory: ωB97M-V/def2-TZVPD

Each line ends with the Löwdin charge.
CARTESIAN COORDINATES (ANGSTROEM)
C1 0.378 -1.476 -1.256  0.02
C2 -0.632 0.608 1.352  -0.12
N1 0.791 -0.416 -0.326  -0.07
N2 -0.534 1.578 0.313  0.05
O1 0.240 -0.577 0.932  -0.09
H1 -0.690 -1.408 -1.452  0.11
H2 0.934 -1.376 -2.184  0.11
H3 0.591 -2.450 -0.813  0.11
H4 -0.216 0.911 2.311  0.14
H5 -1.632 0.191 1.475  0.14
H6 1.817 -0.417 -0.226  0.20
H7 -0.033 2.422 0.559  0.13
H8 0.397 0.601 -0.545  0.15
H9 -1.409 1.809 -0.140  0.13

## Properties
total charge = +1
structure (SMILES) = C[NH2+]OCN
gap between HOMO and LUMO = 12.7 eV


--- x ---
Formula: C2H9N2O
Source: the OMol25 dataset
Level of theory: ωB97M-V/def2-TZVPD

Each line ends with the Löwdin charge.
CARTESIAN COORDINATES (ANGSTROEM)
C1 -0.147 -1.062 1.881  0.05
C2 0.015 0.002 0.958  -0.36
N1 -0.293 1.275 1.178  0.26
N2 0.222 0.209 -2.710  0.05
O1 0.683 -0.224 -0.180  0.09
H1 0.773 -1.337 2.098  0.06
H2 -0.669 -1.931 1.505  0.12
H3 -0.747 -0.730 2.837  0.16
H4 -0.796 1.505 2.043  0.16
H5 -0.153 1.982 0.484  0.14
H6 -0.617 0.648 -3.118  0.08
H7 0.961 0.338 -3.374  0.05
H8 0.138 -0.789 -2.474  0.07
H9 0.629 0.114 -1.128  0.06

## Properties
total charge = +1
gap between HOMO and LUMO = 11.5 eV


Tell me which of them is the least stable. Sure, it is w.


--- w ---
Formula: C9H16N2O2
Source: the OMol25 dataset
Level of theory: ωB97M-V/def2-TZVPD

Each line ends with the Löwdin charge.
CARTESIAN COORDINATES (ANGSTROEM)
C1 -2.059 0.580 -0.539  -0.59
C2 -1.930 -0.465 -1.413  -0.02
C3 -1.223 -1.602 -1.026  -0.12
C4 -0.967 -0.884 1.245  -0.31
C5 2.727 -1.728 -1.038  -0.06
C6 2.623 -0.597 0.193  -0.25
C7 1.901 0.576 -0.390  -0.34
C8 1.990 1.752 0.523  -0.27
C9 0.905 2.710 -0.093  -0.16
H1 -1.574 1.213 1.249  0.15
H2 -2.872 -0.960 -2.220  0.21
H3 -1.401 -2.509 -1.584  0.12
H4 -0.166 -2.725 0.293  0.19
H5 1.592 -1.707 -0.990  0.04
H6 3.265 -1.224 -1.794  0.03
H7 3.281 -2.722 -0.925  0.08
H8 3.576 -0.325 0.598  0.09
H9 2.101 -1.113 0.991  0.08
H10 2.582 0.753 -1.182  0.11
H11 0.930 0.467 -0.692  0.05
H12 3.069 2.310 0.367  0.15
H13 1.848 1.377 1.792  0.19
H14 0.027 2.306 -0.820  0.09
H15 0.248 3.518 0.627  0.13
H16 1.487 3.397 -0.740  0.05
N1 -1.377 0.418 0.665  0.18
N2 -0.599 -1.767 0.166  0.09
O1 -2.569 1.653 -0.735  0.07
O2 -0.926 -0.986 2.539  0.01

## Properties
total charge = 0
structure (SMILES) = O=c1cc[nH]c(=O)[nH]1.CCCCC
gap between HOMO and LUMO = 9.8 eV


--- x ---
Formula: C9H16N2O2
Source: the OMol25 dataset
Level of theory: ωB97M-V/def2-TZVPD

Each line ends with the Löwdin charge.
CARTESIAN COORDINATES (ANGSTROEM)
C1 2.259 3.350 -2.995  -0.14
C2 0.854 2.665 -3.597  -0.25
C3 0.427 1.612 -2.487  -0.31
C4 -1.040 1.477 -2.488  -0.36
C5 -1.535 0.366 -1.643  -0.18
C6 -0.816 -0.646 2.678  -0.44
C7 -0.985 -0.081 1.398  -0.01
C8 -0.232 -0.550 0.361  -0.09
C9 0.526 -2.413 1.789  -0.53
H1 2.065 3.870 -2.042  0.04
H2 3.061 2.473 -2.508  0.12
H3 2.952 3.900 -3.699  0.05
H4 0.923 2.280 -4.674  0.10
H5 0.043 3.567 -3.675  0.13
H6 0.984 0.589 -2.840  0.17
H7 0.847 2.215 -1.539  0.14
H8 -1.465 1.416 -3.603  0.15
H9 -1.432 2.518 -2.050  0.16
H10 -1.471 1.063 -0.655  0.11
H11 -2.555 0.113 -1.839  0.07
H12 -1.034 -0.705 -1.537  0.11
H13 -0.137 -2.250 3.629  0.18
H14 -1.490 0.900 1.360  0.13
H15 -0.035 -0.087 -0.673  0.08
H16 0.842 -2.332 -0.204  0.18
N1 0.097 -1.684 2.810  0.20
N2 0.507 -1.734 0.582  0.12
O1 -1.376 -0.220 3.725  0.03
O2 0.991 -3.566 1.864  0.05

## Properties
total charge = 0
structure (SMILES) = O=c1cc[nH]c(=O)[nH]1.CCCCC
gap between HOMO and LUMO = 9.6 eV


Tell me which of them is the least stable. Sure, it is w.


--- w ---
Formula: C3H7N3S2
Source: the OMol25 dataset
Level of theory: ωB97M-V/def2-TZVPD

Each line ends with the Löwdin charge.
CARTESIAN COORDINATES (ANGSTROEM)
C1 -0.701 0.932 -0.403  -0.41
C2 0.189 0.133 0.341  -0.16
C3 1.067 -0.892 -0.225  -0.90
H1 -2.025 2.395 -0.221  0.07
H2 -1.293 2.111 1.345  0.15
H3 -1.669 1.339 -2.160  0.11
H4 -0.219 0.313 -2.268  0.01
H5 0.396 0.465 1.369  0.06
H6 1.971 -2.746 0.178  0.17
H7 0.187 -1.961 2.220  -0.04
N1 -1.637 1.685 0.398  0.08
N2 -0.851 0.952 -1.733  0.13
N3 1.967 -1.573 0.611  -0.50
S1 0.966 -1.519 -1.788  0.60
S2 1.652 -1.634 2.338  0.63

## Properties
total charge = 0
structure (SMILES) = NC(N)=CC(=S)NS
gap between HOMO and LUMO = 8.3 eV


--- x ---
Formula: C3H7N3S2
Source: the OMol25 dataset
Level of theory: ωB97M-V/def2-TZVPD

Each line ends with the Löwdin charge.
CARTESIAN COORDINATES (ANGSTROEM)
C1 1.208 -0.559 -1.636  -0.15
C2 0.589 1.045 -0.155  -0.65
C3 -1.827 -0.994 1.604  -0.76
H1 1.009 -1.509 -2.106  0.06
H2 2.366 -0.655 -1.516  0.11
H3 0.811 0.313 -2.332  0.11
H4 -0.320 -0.764 -0.520  -0.01
H5 1.251 2.988 -0.434  0.12
H6 -0.214 -0.032 2.548  0.08
H7 -2.100 -1.607 2.474  0.05
N1 0.564 -0.402 -0.309  -0.08
N2 1.259 1.921 -0.789  0.05
N3 -0.990 0.088 1.941  -0.45
S1 -0.914 1.435 0.980  0.88
S2 -2.694 -1.268 0.249  0.64

## Properties
total charge = 0
structure (SMILES) = [H]/N=C(/NC)SNC=S
gap between HOMO and LUMO = 8.8 eV


Tell me which of them is the least stable. Sure, it is x.


--- w ---
Formula: C5H12N2S
Source: the OMol25 dataset
Level of theory: ωB97M-V/def2-TZVPD

Each line ends with the Löwdin charge.
CARTESIAN COORDINATES (ANGSTROEM)
C1 -2.457 -0.731 -0.544  -0.16
C2 -1.092 -0.047 -0.299  -0.61
C3 -1.162 0.398 1.117  -0.15
C4 0.977 -1.269 -0.268  -0.28
C5 1.577 1.389 -0.758  0.00
H1 -2.762 -0.553 -1.745  0.08
H2 -3.535 -0.266 0.321  0.15
H3 -2.105 -2.207 -0.320  0.21
H4 -0.845 1.015 -0.763  0.15
H5 -1.808 1.301 1.233  0.08
H6 -1.437 -0.576 1.703  0.12
H7 -0.103 0.990 1.257  0.09
H8 1.440 -2.259 0.326  0.15
H9 1.202 1.482 -1.634  -0.01
H10 2.567 1.982 -0.612  0.10
H11 0.919 1.591 0.167  0.05
H12 3.470 -0.088 1.448  -0.06
N1 -0.326 -1.275 -0.314  -0.04
N2 1.932 -0.203 -0.380  -0.53
S1 3.549 -0.673 0.064  0.68

## Properties
total charge = 0
gap between HOMO and LUMO = 9.3 eV


--- x ---
Formula: C5H12N2S
Source: the OMol25 dataset
Level of theory: ωB97M-V/def2-TZVPD

Each line ends with the Löwdin charge.
CARTESIAN COORDINATES (ANGSTROEM)
C1 -2.214 -0.634 -0.520  -0.22
C2 -0.285 -0.097 0.613  -0.40
C3 0.645 -1.267 0.442  -0.12
C4 1.537 -0.274 -0.477  -0.72
C5 0.870 0.845 0.327  -0.45
H1 -3.345 -0.406 0.110  0.15
H2 -1.737 -1.684 -0.414  0.08
H3 -2.731 -0.613 -1.632  0.11
H4 -1.623 1.047 0.115  0.17
H5 -1.125 -0.288 1.303  0.13
H6 1.317 -1.376 1.404  0.14
H7 0.149 -2.233 -0.059  0.14
H8 1.226 -0.387 -1.643  0.15
H9 3.380 -0.309 0.893  -0.13
H10 1.706 0.946 1.221  0.15
H11 -0.108 1.756 -1.016  0.13
H12 -0.301 2.669 0.461  0.10
N1 -1.136 0.259 -0.553  -0.17
N2 0.520 2.234 -0.139  -0.01
S1 3.255 -0.189 -0.435  0.77

## Properties
total charge = 0
structure (SMILES) = CN[C@H]1C[C@H](S)[C@H]1N
gap between HOMO and LUMO = 9.6 eV


Tell me which of them is the least stable. Sure, it is w.